No. 1
{
  "formula": "C16H19NO3S2",
  "method": "ωB97M-V/def2-TZVPD",
  "multiplicity": 1,
  "e_above_lowest_kcal_mol": 380.6,
  "homo_ev": -8.4,
  "lumo_energy_ev": -0.1,
  "max_force_ev_per_a": 19.18,
  "symbols": ["C", "C", "C", "C", "C", "C", "S", "O", "O", "C", "C", "C", "O", "N", "C", "C", "C", "C", "C", "S", "C", "C", "H", "H", "H", "H", "H", "H", "H", "H", "H", "H", "H", "H", "H", "H", "H", "H", "H", "H", "H"],
  "coordinates": [[5.49680, 0.57812, -0.34598], [4.15130, 0.68611, -0.06896], [3.17057, 0.25778, -0.91629], [1.72940, 0.25422, -0.59157], [1.31266, 0.76621, 0.44466], [-0.11857, 1.03710, 0.92469], [-0.96118, 1.83651, -0.51608], [-0.30409, 3.37285, -0.51642], [-1.08968, 1.17314, -1.71123], [-2.75880, 2.29616, 0.33401], [-3.59901, 1.10284, -0.26146], [-3.19442, 0.00424, 0.21329], [-3.64722, -0.36795, 1.52450], [-2.69835, -0.92953, -0.66219], [-2.30723, -2.17453, -0.15704], [-0.89634, -2.49753, -0.11836], [-0.10156, -2.67262, -1.64221], [1.35709, -3.00460, -1.13321], [1.57583, -3.04987, 0.18908], [0.20918, -2.32485, 1.08840], [2.21346, 1.40077, 1.46659], [3.51638, 1.23206, 1.25627], [5.71967, 1.46276, -1.04432], [5.95807, 0.71760, 0.55230], [5.71342, -0.41501, -0.82605], [3.29301, -0.32518, -1.53108], [0.94810, -0.10917, -1.39576], [-0.73142, 0.32821, 1.01996], [-0.41111, 1.75937, 1.73806], [-2.98445, 3.25466, -0.14485], [-2.59710, 2.53062, 1.33135], [-4.69242, 1.45584, 0.07063], [-3.59968, 1.10768, -1.42356], [-2.35133, -0.43341, -1.24818], [-2.85573, -2.99809, -1.01960], [-2.63920, -2.40634, 0.82468], [-0.51451, -2.82186, -2.43391], [2.04022, -3.30939, -1.80020], [2.43671, -2.97515, 0.79070], [1.93155, 2.03569, 2.22204], [4.33495, 1.80467, 1.61860]],
  "forces_ev_per_a": [[2.37, 0.33, -3.58], [-8.78, -0.05, 2.47], [-3.97, 8.48, 11.81], [2.26, -3.26, -8.74], [-3.13, 5.80, 11.28], [2.91, 5.57, -3.12], [1.54, 12.28, 7.35], [-2.26, -6.17, -0.35], [-0.48, -3.23, -4.55], [1.83, -1.04, -5.12], [-5.51, 13.05, -4.12], [-1.88, -13.91, 10.79], [3.33, 1.81, -6.52], [-5.99, -3.81, 11.68], [-1.45, -4.10, -3.16], [3.67, 0.31, -7.95], [6.77, 0.96, 17.92], [-6.23, 0.84, -0.80], [-2.22, 2.45, 1.21], [0.88, -1.75, 0.06], [0.67, -2.53, -3.49], [3.69, 0.17, -4.14], [0.39, -1.43, 0.81], [2.29, 0.17, 2.15], [0.25, 1.11, 0.37], [3.26, -9.95, -12.35], [1.99, 0.39, 1.60], [-4.25, -6.63, 1.22], [1.29, -0.49, -0.83], [0.04, -0.35, -0.28], [0.06, -0.69, 2.08], [2.09, -1.48, -0.71], [0.19, 0.54, 1.92], [6.32, 5.84, -10.47], [1.58, 1.94, 2.87], [-1.46, 0.46, 0.60], [-4.74, -1.80, -9.29], [2.57, -0.90, -2.38], [1.25, -0.46, 0.07], [-1.24, 1.05, 1.71], [0.10, 0.51, 1.95]]
}

***

No. 2
{
  "formula": "C16H20As2BCl3O2SiTi",
  "method": "ωB97M-V/def2-TZVPD",
  "charge": 1,
  "multiplicity": 2,
  "e_above_lowest_kcal_mol": 17.0,
  "homo_ev": [-11.2, -11.3],
  "lumo_energy_ev": [-4.2, -5.2],
  "max_force_ev_per_a": 2.26,
  "s2": 0.758,
  "symbols": ["Ti", "C", "As", "C", "C", "C", "C", "C", "C", "C", "As", "C", "C", "H", "H", "H", "H", "H", "H", "H", "H", "H", "H", "H", "H", "H", "H", "H", "H", "Cl", "Si", "Cl", "Cl", "O", "B", "O", "C", "C", "C", "C", "C", "C", "H", "H", "H", "H"],
  "coordinates": [[0.47738, 0.44833, 0.14414], [-0.58644, -2.72659, 2.63169], [-1.05035, -1.46522, 1.20523], [-2.15095, -2.71752, 0.16288], [-2.49650, -0.41903, 2.02874], [-3.15815, -0.87548, 3.16273], [-4.18434, -0.13142, 3.72432], [-4.55802, 1.07615, 3.15394], [-3.90830, 1.53444, 2.01859], [-2.87583, 0.79389, 1.45352], [-1.93641, 1.39910, -0.15203], [-2.24993, 3.31880, -0.18475], [-3.21940, 0.88054, -1.54223], [-1.45431, -3.31747, 2.90859], [-0.18689, -2.20364, 3.49951], [0.17910, -3.39337, 2.23497], [-2.96446, -3.07012, 0.79241], [-1.53436, -3.56180, -0.14433], [-2.55851, -2.23820, -0.72458], [-2.87420, -1.81393, 3.62103], [-4.68541, -0.49218, 4.61246], [-5.34971, 1.66689, 3.59497], [-4.20444, 2.47611, 1.57437], [-3.31062, 3.53489, -0.28567], [-1.71914, 3.71872, -1.04681], [-1.85106, 3.78354, 0.71401], [-4.20989, 1.22758, -1.25686], [-3.23414, -0.19708, -1.68612], [-2.91834, 1.35992, -2.47247], [0.79987, 0.73577, 2.53640], [2.08461, -1.04456, 1.71317], [0.99236, 2.53919, -0.34936], [3.05034, 0.21597, 0.32044], [0.17488, -0.04277, -2.83655], [0.65785, -0.59975, -1.65923], [1.26469, -1.82210, -1.92494], [1.17752, -2.00562, -3.28789], [1.64370, -3.05041, -4.05538], [1.41318, -2.96242, -5.42319], [0.75041, -1.87289, -5.98209], [0.28391, -0.82313, -5.19947], [0.51025, -0.92167, -3.84422], [2.16140, -3.88762, -3.60762], [1.76021, -3.75414, -6.07316], [0.60257, -1.83851, -7.05283], [-0.22358, 0.02882, -5.63064]],
  "forces_ev_per_a": [[0.24, 1.75, 1.18], [0.37, 0.29, -0.21], [-1.25, -0.83, 0.17], [0.40, 0.15, -0.19], [0.24, 0.08, -0.03], [0.08, -0.13, -0.02], [-0.01, 0.03, 0.01], [-0.01, 0.02, 0.01], [0.04, -0.01, -0.08], [0.16, 0.05, -0.17], [-1.42, -0.01, 0.03], [0.33, -0.09, 0.03], [0.36, -0.04, -0.01], [-0.08, 0.05, -0.02], [-0.06, -0.01, 0.03], [-0.04, -0.04, 0.03], [0.01, 0.06, 0.08], [0.01, 0.03, -0.03], [0.02, 0.03, 0.01], [-0.03, 0.02, 0.04], [0.00, 0.00, 0.00], [-0.01, -0.02, 0.00], [-0.02, 0.02, 0.04], [-0.05, -0.12, 0.02], [0.01, -0.01, 0.01], [0.02, -0.03, 0.01], [0.02, 0.02, 0.10], [0.02, 0.00, 0.02], [0.02, -0.04, -0.01], [0.48, -0.48, 0.58], [-0.09, 0.31, 0.37], [0.14, 0.60, -0.30], [0.17, -0.32, -0.06], [-0.14, 0.21, 0.06], [0.01, -1.40, -1.78], [0.07, -0.05, 0.26], [-0.19, 0.23, -0.31], [0.01, 0.00, 0.18], [0.00, -0.01, -0.07], [0.02, -0.02, -0.03], [-0.07, 0.12, 0.07], [0.25, -0.39, 0.00], [0.01, 0.00, -0.04], [0.01, -0.01, 0.03], [-0.01, 0.00, 0.01], [0.00, 0.00, 0.02]]
}

***

No. 3
{
  "formula": "C16H20B3F24O8Sn2",
  "method": "ωB97M-V/def2-TZVPD",
  "charge": 1,
  "multiplicity": 1,
  "e_above_lowest_kcal_mol": 0.0,
  "homo_ev": -13.2,
  "lumo_energy_ev": -6.2,
  "max_force_ev_per_a": 3.03,
  "symbols": ["Sn", "Sn", "B", "F", "F", "F", "F", "B", "F", "F", "F", "F", "B", "F", "F", "F", "F", "C", "C", "O", "C", "O", "C", "F", "F", "F", "H", "H", "H", "H", "H", "C", "C", "O", "C", "O", "C", "F", "F", "F", "H", "H", "H", "H", "H", "C", "C", "O", "C", "O", "C", "F", "F", "F", "H", "H", "H", "H", "H", "C", "C", "O", "C", "O", "C", "F", "F", "F", "H", "H", "H", "H", "H"],
  "coordinates": [[2.33930, -3.39130, 0.26269], [2.56993, 0.76228, 2.86741], [-0.27985, -4.60834, -0.56016], [-0.29562, -4.07717, 0.75602], [0.70032, -5.62966, -0.62773], [-1.49760, -5.08865, -0.95700], [0.20223, -3.55841, -1.39693], [1.57824, 0.06399, 0.29010], [1.08694, -0.31117, 1.58045], [2.99301, 0.16194, 0.46384], [1.18953, -0.90693, -0.68704], [1.14373, 1.32689, -0.02376], [3.32678, -2.44847, 3.06311], [1.92946, -2.32168, 2.87355], [3.71266, -3.73838, 2.71124], [4.00597, -1.59373, 2.16381], [3.68232, -2.16570, 4.36269], [0.86537, -1.78111, -5.28710], [1.23164, -1.37839, -3.86312], [2.45535, -0.66375, -3.74566], [3.46631, -1.11471, -3.06575], [3.43826, -2.07400, -2.34131], [4.74712, -0.27920, -3.22666], [5.69413, -0.96591, -3.86545], [4.52864, 0.86183, -3.85108], [5.24570, -0.04648, -1.99947], [1.38300, -2.70144, -5.56525], [1.24064, -0.96841, -5.91459], [-0.17957, -1.92725, -5.54274], [1.08963, -2.15450, -3.11578], [0.43990, -0.66828, -3.61433], [-1.49318, 1.40414, -3.43156], [-1.60346, 2.72683, -2.71413], [-1.90804, 3.76923, -3.62740], [-0.99126, 4.66030, -3.95534], [0.11925, 4.67026, -3.52104], [-1.41211, 5.64927, -5.06168], [-0.49226, 5.58311, -6.02796], [-2.57067, 5.29261, -5.62372], [-1.49925, 6.89011, -4.61287], [-0.72242, 1.38078, -4.20476], [-2.42773, 1.05004, -3.86353], [-1.12641, 0.64349, -2.73456], [-0.65826, 2.96395, -2.21871], [-2.28982, 2.68454, -1.87031], [-1.76981, -2.40705, 2.48015], [-2.40800, -1.48303, 3.49710], [-1.72412, -1.56331, 4.76808], [-0.59254, -0.97689, 4.97734], [-0.00583, -0.29323, 4.16425], [0.02400, -1.29632, 6.35655], [-0.69495, -2.16292, 7.02956], [1.20692, -1.88708, 6.07034], [0.30946, -0.18159, 7.01146], [-1.94080, -3.45472, 2.69706], [-0.70585, -2.18153, 2.44090], [-2.19376, -2.15305, 1.50776], [-3.40953, -1.85631, 3.69935], [-2.46226, -0.42681, 3.23741], [-2.91002, 0.99576, 0.27130], [-1.70241, 1.43666, 1.06963], [-2.14590, 1.95766, 2.33766], [-1.32122, 2.45188, 3.20723], [-0.11504, 2.49908, 3.09679], [-2.04304, 2.82072, 4.53491], [-1.61757, 3.98991, 4.97455], [-3.35536, 2.80652, 4.38182], [-1.71976, 1.86464, 5.42178], [-3.52741, 0.25659, 0.77494], [-2.54598, 0.52353, -0.64196], [-3.44571, 1.91393, 0.03572], [-1.09525, 2.22586, 0.62871], [-1.04610, 0.59855, 1.29318]],
  "forces_ev_per_a": [[-1.46, -0.17, -0.57], [-0.96, -1.03, -0.18], [-1.19, -1.30, -0.85], [1.05, 0.30, 0.18], [0.75, 0.66, 0.55], [0.46, 0.54, 0.28], [0.81, 0.51, 0.35], [-0.48, 0.55, -2.78], [0.07, 0.09, 0.62], [-0.09, -0.26, 0.62], [0.89, 0.45, 1.70], [-0.15, -0.39, 0.24], [1.02, -1.12, 1.72], [0.01, 0.18, -0.66], [-0.47, -0.50, -0.84], [-0.60, 1.17, -0.32], [-0.37, 0.56, -0.44], [1.85, -0.17, -0.43], [-3.00, -0.02, 0.41], [0.64, 0.56, -0.97], [-0.82, -0.38, 0.02], [0.29, -0.78, 0.92], [0.70, -0.06, 0.39], [-0.34, -0.13, -0.37], [0.03, 0.10, 0.04], [-0.34, 0.33, 0.03], [0.05, 0.09, -0.18], [-0.09, -0.17, -0.25], [-0.21, 0.16, 0.72], [0.67, -0.23, -0.14], [0.42, 0.36, 0.35], [0.32, -0.66, 0.03], [1.49, -0.28, 0.63], [-1.65, 0.36, -0.39], [0.72, -0.58, 0.40], [0.49, 0.44, 0.14], [-0.36, -0.77, -0.61], [0.21, 0.26, 0.13], [-0.19, 0.20, 0.24], [0.03, 0.11, 0.13], [-0.14, 0.50, -0.15], [-0.06, 0.14, 0.02], [-0.32, 0.06, 0.25], [0.18, -0.02, -0.30], [-0.71, 0.29, -0.54], [0.21, 1.09, -0.04], [-0.27, -0.34, -0.08], [-0.34, -0.54, 1.01], [-0.16, 0.16, -0.73], [0.67, 0.43, -0.16], [0.93, -0.55, -1.21], [-0.22, 0.43, 0.62], [0.03, -0.01, 0.11], [-0.52, -0.01, 0.45], [0.01, -0.03, 0.06], [0.08, -0.25, -0.12], [-0.01, -0.25, -0.08], [-0.03, 0.29, 0.29], [0.11, -0.09, -0.31], [0.67, 0.64, -0.07], [0.62, -0.43, 0.34], [-1.26, 0.15, 0.31], [0.79, -0.66, -0.10], [0.23, 0.10, 0.06], [0.32, -0.43, -0.63], [-0.15, 0.11, 0.16], [-0.13, 0.34, 0.19], [0.03, 0.09, 0.19], [-0.06, 0.20, 0.25], [-0.06, 0.15, -0.11], [-0.53, -0.35, -0.17], [-0.15, -0.12, -0.41], [0.06, -0.05, 0.03]]
}

***

No. 4
{
  "formula": "C16H20BCl36NOP2S",
  "method": "ωB97M-V/def2-TZVPD",
  "multiplicity": 1,
  "e_above_lowest_kcal_mol": 22.6,
  "homo_ev": -8.1,
  "lumo_energy_ev": -0.9,
  "max_force_ev_per_a": 2.26,
  "symbols": ["C", "C", "C", "C", "C", "C", "C", "B", "P", "S", "P", "N", "O", "H", "H", "H", "H", "H", "H", "H", "H", "H", "H", "H", "H", "H", "H", "H", "H", "H", "H", "H", "H", "Cl", "C", "Cl", "Cl", "Cl", "Cl", "C", "Cl", "Cl", "Cl", "Cl", "C", "Cl", "Cl", "Cl", "Cl", "C", "Cl", "Cl", "Cl", "Cl", "C", "Cl", "Cl", "Cl", "Cl", "C", "Cl", "Cl", "Cl", "Cl", "C", "Cl", "Cl", "Cl", "Cl", "C", "Cl", "Cl", "Cl", "Cl", "C", "Cl", "Cl", "Cl"],
  "coordinates": [[-1.22539, -4.43170, 1.25009], [-1.15948, -2.86005, 1.34001], [-2.60378, -2.29653, 1.48060], [-3.19767, -1.49440, 0.27732], [-2.46598, -1.57602, -1.09278], [-1.81613, -0.18914, -1.42127], [-0.48842, 0.01116, -0.61274], [0.24705, 1.40239, -0.85613], [-0.53888, 3.13126, -0.65019], [-0.45917, 4.17934, -2.32233], [2.11608, 1.37046, -1.39511], [2.97715, 1.28322, 0.13163], [2.41111, -0.11354, -2.15587], [-2.05445, -4.78160, 0.62602], [-0.24795, -4.79741, 0.89765], [-1.32715, -4.76971, 2.29410], [-0.54017, -2.41314, 0.55577], [-0.63751, -2.66288, 2.29425], [-3.28584, -3.12551, 1.74718], [-2.60769, -1.62344, 2.35468], [-4.22595, -1.86287, 0.11837], [-3.31234, -0.44427, 0.59354], [-3.24359, -1.71028, -1.86630], [-1.76851, -2.41333, -1.21435], [-1.70276, -0.02642, -2.50184], [-2.51927, 0.58824, -1.06793], [-0.73984, -0.13658, 0.45862], [0.16519, -0.84556, -0.86923], [-1.84303, 3.08697, -0.08313], [0.27910, 3.82008, 0.30687], [3.35656, 0.36076, 0.29589], [3.70116, 1.98376, 0.17710], [2.45095, -0.79400, -1.47889], [1.79489, 6.79100, -4.35036], [2.87194, 6.40798, -2.99633], [2.20181, 7.08619, -1.50228], [3.02022, 4.65368, -2.83402], [4.47032, 7.11684, -3.29905], [-4.43031, 6.71525, -5.83934], [-3.36015, 6.31697, -4.48302], [-4.02981, 6.98900, -2.98665], [-3.22398, 4.56034, -4.33142], [-1.75579, 7.01144, -4.77251], [0.97287, 0.13879, 3.46087], [2.62833, -0.47895, 3.56660], [2.89571, -1.65764, 2.26976], [3.77121, 0.85956, 3.39171], [2.86323, -1.26243, 5.13637], [1.92115, -6.24716, 1.25114], [3.01780, -5.58001, 0.03317], [4.69199, -5.94683, 0.47618], [2.65258, -6.28990, -1.54637], [2.79694, -3.82283, -0.04911], [5.75326, 3.74787, 0.29192], [6.77819, 3.17362, -1.03770], [6.61339, 4.26951, -2.41592], [8.46668, 3.13622, -0.50560], [6.26841, 1.54604, -1.51599], [-6.06204, -2.37414, 5.89561], [-4.88319, -2.29459, 4.57651], [-3.45701, -1.39452, 5.11316], [-4.40971, -3.93755, 4.10461], [-5.60679, -1.46464, 3.18758], [2.35561, 3.67928, -6.35084], [4.08173, 3.42909, -6.65312], [4.36258, 1.73547, -7.09163], [4.60860, 4.47824, -7.98089], [5.00313, 3.81821, -5.19102], [-4.45086, -6.82954, 1.33967], [-3.95592, -7.85530, -0.01687], [-5.32394, -8.85486, -0.53150], [-3.42929, -6.83439, -1.36554], [-2.61799, -8.89886, 0.49077], [-2.42886, 3.21461, 6.72573], [-1.91257, 1.70334, 7.49093], [-1.13224, 0.66797, 6.28209], [-0.76283, 2.06008, 8.78920], [-3.32269, 0.86830, 8.16191]],
  "forces_ev_per_a": [[0.96, 1.17, 0.25], [-0.56, -1.07, 0.85], [0.32, 0.49, 0.03], [-0.11, -0.81, 0.14], [-0.79, 1.39, -0.53], [0.00, -0.25, 0.81], [-0.35, 0.00, -0.91], [0.12, -2.06, 0.93], [0.41, 1.35, -0.31], [-0.22, -0.54, 0.07], [1.20, 0.91, -0.91], [-1.10, -0.13, -0.78], [-0.37, 0.99, 1.06], [0.27, -0.02, 0.10], [-0.60, -0.12, -0.06], [-0.30, -0.25, -0.49], [-0.40, -0.12, 0.02], [-0.02, 0.13, -0.45], [0.43, 0.36, -0.23], [-0.11, -0.24, -0.28], [0.33, 0.20, 0.12], [0.15, -0.28, -0.30], [0.30, -0.15, 0.26], [-0.05, 0.24, 0.25], [0.29, -0.19, 0.28], [0.12, -0.27, -0.32], [0.13, 0.41, -0.29], [-0.06, 0.43, 0.08], [0.44, -0.17, 0.18], [-0.53, -0.57, 0.14], [0.03, 0.00, 0.37], [0.25, -0.13, -0.13], [-0.12, -0.57, -0.05], [0.13, -0.02, 0.10], [-0.05, -0.22, 0.04], [0.06, -0.02, -0.10], [-0.19, 0.33, 0.28], [-0.08, 0.01, 0.00], [0.07, 0.00, 0.09], [0.05, -0.11, 0.01], [0.05, -0.04, -0.11], [-0.13, 0.22, -0.13], [-0.16, -0.07, 0.05], [0.04, -0.02, -0.05], [0.03, 0.14, 0.02], [-0.03, 0.02, 0.19], [-0.05, -0.12, 0.10], [-0.03, 0.05, -0.17], [0.23, -0.02, -0.08], [0.03, -0.21, -0.01], [-0.16, 0.08, -0.04], [0.02, 0.09, 0.15], [-0.03, -0.09, -0.11], [0.04, -0.01, -0.05], [0.04, -0.03, -0.13], [0.13, -0.05, 0.25], [-0.17, 0.00, -0.03], [0.01, 0.14, 0.03], [0.11, 0.00, -0.11], [-0.01, 0.02, -0.06], [-0.15, -0.10, 0.01], [-0.08, 0.09, 0.16], [0.02, -0.09, 0.10], [0.17, -0.04, -0.02], [-0.03, 0.02, 0.03], [-0.01, 0.12, 0.03], [-0.04, -0.07, 0.10], [0.04, -0.19, -0.47], [0.02, -0.05, -0.09], [0.01, -0.02, -0.01], [0.12, 0.09, 0.05], [-0.04, -0.07, 0.11], [-0.10, 0.10, -0.04], [0.05, -0.14, 0.05], [-0.07, 0.03, 0.06], [0.06, 0.10, 0.10], [-0.09, -0.04, -0.13], [0.13, 0.07, -0.07]]
}